The following is a quantum chemistry calculation of a cluster of 2 separate species, C4H12 in total in a non-equilibrium geometry, from the Open Molecules 2025 dataset.

Geometry as XYZ:
```
16
Properties=species:S:1:pos:R:3:mulliken_charge:R:1
C 0.78783 -0.84446 -1.36474 -0.64
C 1.83072 -0.22828 -0.41017 -0.80
H -0.04106 -0.22305 -1.43300 0.17
H 1.12015 -0.96401 -2.43564 0.30
H 0.45882 -1.79616 -0.84403 0.20
H 2.15444 -0.92329 0.19267 0.32
H 2.73842 0.08443 -0.99287 0.28
H 1.45876 0.64615 0.26089 0.15
C -0.98439 1.16338 0.86049 -1.00
C -1.69408 -0.20368 0.83952 -0.76
H -0.19469 1.47863 0.16941 0.31
H -1.73607 1.92145 0.57445 0.29
H -0.43082 1.45134 1.79300 0.34
H -2.36905 -0.15884 1.67264 0.35
H -2.10886 -0.44756 -0.16854 0.29
H -0.99011 -0.95605 1.28593 0.19
```

As for the relative energy (zero: lowest compared OMol25 entry of this formula, charge and spin): 1.3099 eV. Its energy is -159.53683 hartree. Its SMILES is CC.CC. The value obtained for the HOMO-LUMO gap is 12.282 eV. The calculation puts the strongest force on any atom at 5.69 eV Å⁻¹.